Record 1
{"formula": "C18H21ClN2O4", "method": "the ωB97M-V functional and the def2-TZVPD basis", "lumo_ev": 0.7, "homo_lumo_gap_ev": 9.6, "charge": 0, "spin_multiplicity": 1, "elements": ["C", "C", "O", "C", "O", "C", "C", "C", "N", "C", "C", "C", "O", "N", "C", "C", "C", "C", "C", "Cl", "C", "C", "O", "C", "C", "H", "H", "H", "H", "H", "H", "H", "H", "H", "H", "H", "H", "H", "H", "H", "H", "H", "H", "H", "H", "H"], "coordinates": [[0.280, -1.109, 5.213], [-0.095, -0.535, 3.855], [0.569, -1.225, 2.794], [1.820, -0.849, 2.514], [2.399, 0.032, 3.093], [2.442, -1.691, 1.407], [1.419, -2.269, 0.432], [0.796, -1.151, -0.398], [1.842, -0.462, -1.140], [1.342, 0.416, -2.188], [0.741, -0.365, -3.355], [-0.749, -0.126, -3.278], [-1.610, -0.667, -3.916], [-0.970, 0.855, -2.318], [-2.257, 1.354, -2.000], [-3.147, 1.682, -3.015], [-4.402, 2.164, -2.689], [-4.775, 2.331, -1.367], [-3.874, 2.002, -0.366], [-4.324, 2.198, 1.288], [-2.616, 1.509, -0.668], [0.190, 1.286, -1.688], [0.243, 2.150, -0.855], [2.761, 0.191, -0.222], [3.466, -0.859, 0.633], [-0.291, -0.608, 5.990], [1.340, -0.956, 5.400], [0.065, -2.175, 5.244], [0.170, 0.527, 3.807], [-1.161, -0.663, 3.653], [2.957, -2.511, 1.923], [0.636, -2.804, 0.968], [1.927, -2.964, -0.238], [0.075, -1.578, -1.100], [0.256, -0.464, 0.276], [2.173, 1.054, -2.502], [0.966, -1.430, -3.299], [1.100, -0.003, -4.319], [-2.861, 1.551, -4.046], [-5.097, 2.416, -3.475], [-5.751, 2.710, -1.111], [-1.925, 1.260, 0.121], [3.505, 0.737, -0.807], [2.242, 0.910, 0.431], [4.137, -0.359, 1.331], [4.047, -1.516, -0.015]], "nbo_charge": [-0.63, -0.08, -0.52, 0.81, -0.61, -0.33, -0.39, -0.24, -0.43, -0.14, -0.51, 0.71, -0.56, -0.52, 0.23, -0.23, -0.19, -0.23, -0.02, 0.01, -0.25, 0.69, -0.56, -0.23, -0.40, 0.22, 0.22, 0.21, 0.20, 0.19, 0.24, 0.23, 0.21, 0.20, 0.17, 0.23, 0.26, 0.25, 0.23, 0.22, 0.23, 0.24, 0.20, 0.19, 0.24, 0.21]}

---

Record 2
{"formula": "C18H21ClN2OS", "method": "the ωB97M-V functional and the def2-TZVPD basis", "lumo_ev": 0.6, "homo_lumo_gap_ev": 9.4, "charge": 0, "spin_multiplicity": 1, "elements": ["C", "N", "C", "C", "C", "C", "C", "C", "C", "C", "C", "C", "C", "N", "C", "O", "C", "C", "C", "C", "Cl", "S", "C", "H", "H", "H", "H", "H", "H", "H", "H", "H", "H", "H", "H", "H", "H", "H", "H", "H", "H", "H", "H", "H"], "coordinates": [[-0.488, -1.471, -0.266], [-0.871, -0.074, -0.184], [-2.103, 0.142, -0.931], [-3.244, -0.622, -0.311], [-3.455, -0.552, 1.061], [-4.510, -1.229, 1.644], [-5.372, -1.980, 0.862], [-5.170, -2.052, -0.505], [-4.110, -1.379, -1.088], [0.253, 0.797, -0.524], [-0.139, 2.222, -0.929], [1.107, 3.084, -1.142], [1.983, 3.093, 0.107], [2.314, 1.726, 0.446], [3.587, 1.297, 0.333], [4.528, 2.053, 0.161], [3.828, -0.169, 0.437], [4.707, -0.788, 1.273], [4.827, -2.175, 1.042], [4.054, -2.590, 0.003], [3.913, -4.181, -0.606], [3.154, -1.291, -0.708], [1.161, 0.909, 0.720], [-1.335, -2.087, 0.027], [0.334, -1.680, 0.413], [-0.178, -1.758, -1.283], [-2.361, 1.201, -0.884], [-1.997, -0.143, -1.993], [-2.774, 0.030, 1.662], [-4.663, -1.171, 2.712], [-6.198, -2.507, 1.316], [-5.838, -2.637, -1.121], [-3.955, -1.442, -2.156], [0.849, 0.358, -1.347], [-0.754, 2.663, -0.141], [-0.713, 2.211, -1.856], [0.810, 4.104, -1.391], [1.687, 2.685, -1.977], [2.916, 3.632, -0.066], [1.450, 3.552, 0.946], [5.246, -0.263, 2.040], [5.458, -2.831, 1.613], [1.479, -0.070, 1.070], [0.581, 1.382, 1.521]], "nbo_charge": [-0.42, -0.45, -0.26, 0.07, -0.25, -0.19, -0.22, -0.20, -0.25, -0.05, -0.41, -0.40, -0.22, -0.43, 0.65, -0.61, -0.30, -0.21, -0.28, -0.25, 0.06, 0.45, -0.21, 0.22, 0.20, 0.17, 0.21, 0.17, 0.22, 0.21, 0.21, 0.21, 0.21, 0.17, 0.20, 0.22, 0.22, 0.21, 0.25, 0.19, 0.24, 0.24, 0.23, 0.20]}

---

Record 3
{"formula": "C18H21ClN5O7ReS", "method": "the ωB97M-V functional and the def2-TZVPD basis", "lumo_ev": [2.5, 2.5], "homo_lumo_gap_ev": [5.8, 6.8], "charge": -1, "spin_multiplicity": 2, "elements": ["Re", "O", "C", "O", "C", "C", "Cl", "N", "N", "C", "C", "O", "O", "C", "C", "C", "C", "C", "C", "H", "H", "H", "H", "H", "H", "O", "C", "N", "C", "N", "O", "H", "H", "H", "H", "H", "H", "S", "C", "N", "C", "C", "C", "C", "O", "H", "H", "H", "H", "H", "H", "H", "H", "H"], "coordinates": [[-0.360, 0.355, 0.243], [4.691, 2.703, 2.076], [4.289, 1.780, 2.937], [4.775, 1.660, 4.032], [3.239, 0.847, 2.425], [3.388, -0.505, 2.242], [4.712, -1.504, 2.626], [2.296, -0.988, 1.602], [1.433, 0.023, 1.375], [1.980, 1.121, 1.868], [1.172, 2.376, 1.741], [1.540, 3.412, 2.253], [0.075, 2.195, 1.063], [1.988, -2.335, 1.247], [1.873, -3.289, 2.246], [1.573, -4.595, 1.897], [1.372, -4.928, 0.564], [1.474, -3.957, -0.421], [1.793, -2.650, -0.086], [4.256, 2.603, 1.194], [2.009, -3.002, 3.280], [1.480, -5.349, 2.668], [1.124, -5.948, 0.295], [1.298, -4.210, -1.458], [1.862, -1.872, -0.835], [-1.291, -0.444, 1.453], [-3.450, -1.595, -0.550], [-2.866, -1.575, -1.882], [-1.545, -1.349, -2.035], [-1.099, -1.095, -3.305], [-0.737, -1.475, -1.100], [-4.363, -2.189, -0.570], [-3.659, -0.584, -0.197], [-2.734, -2.031, 0.141], [-3.463, -1.285, -2.638], [-1.738, -0.618, -3.920], [-0.170, -0.698, -3.308], [1.445, 0.773, -1.716], [2.712, 1.587, -1.004], [3.569, 2.154, -0.465], [-3.448, 2.098, -2.155], [-2.344, 2.272, -1.108], [-1.423, 3.418, -1.521], [-2.973, 2.550, 0.255], [-1.625, 1.052, -1.105], [-4.046, 3.006, -2.258], [-4.111, 1.278, -1.866], [-3.001, 1.865, -3.125], [-1.980, 4.355, -1.607], [-0.962, 3.191, -2.485], [-0.632, 3.546, -0.784], [-3.598, 3.447, 0.212], [-2.202, 2.699, 1.009], [-3.596, 1.706, 0.562]], "lowdin_spin": [0.66, 0.00, 0.00, 0.00, 0.00, 0.01, 0.00, 0.00, 0.00, 0.01, 0.01, 0.03, 0.00, 0.00, 0.00, 0.00, 0.00, 0.00, 0.00, 0.00, 0.00, 0.00, 0.00, 0.00, 0.00, 0.21, 0.00, 0.00, 0.01, 0.00, 0.02, 0.00, 0.00, 0.00, 0.00, 0.00, 0.00, 0.01, 0.00, 0.00, 0.00, 0.00, 0.00, 0.00, 0.01, 0.00, 0.00, 0.00, 0.00, 0.00, 0.00, 0.00, 0.00, 0.00]}

---

Record 4
{"formula": "C18H21ClO3", "method": "the ωB97M-V functional and the def2-TZVPD basis", "lumo_ev": 0.8, "homo_lumo_gap_ev": 9.0, "charge": 0, "spin_multiplicity": 1, "elements": ["C", "C", "O", "C", "C", "C", "C", "C", "C", "O", "C", "C", "C", "O", "C", "C", "C", "C", "C", "C", "C", "Cl", "H", "H", "H", "H", "H", "H", "H", "H", "H", "H", "H", "H", "H", "H", "H", "H", "H", "H", "H", "H", "H"], "coordinates": [[-6.392, -0.719, 0.422], [-5.062, -1.145, 1.038], [-3.958, -0.870, 0.204], [-3.513, 0.409, 0.067], [-3.942, 1.502, 0.809], [-3.374, 2.752, 0.616], [-2.378, 2.931, -0.322], [-1.945, 1.852, -1.076], [-2.501, 0.597, -0.895], [-2.137, -0.489, -1.662], [-0.770, -0.839, -1.630], [-0.382, -1.457, -0.282], [1.120, -1.693, -0.186], [1.742, -0.426, -0.214], [3.087, -0.341, -0.061], [3.956, -1.412, 0.098], [5.316, -1.196, 0.257], [5.850, 0.081, 0.261], [7.317, 0.322, 0.446], [4.984, 1.159, 0.094], [3.632, 0.950, -0.065], [2.562, 2.290, -0.272], [-7.209, -1.007, 1.078], [-6.520, -1.205, -0.542], [-6.422, 0.357, 0.269], [-5.042, -2.232, 1.158], [-4.926, -0.688, 2.028], [-4.711, 1.391, 1.557], [-3.720, 3.585, 1.209], [-1.937, 3.904, -0.474], [-1.173, 1.989, -1.817], [-0.129, 0.029, -1.822], [-0.640, -1.565, -2.437], [-0.678, -0.766, 0.510], [-0.917, -2.396, -0.139], [1.467, -2.306, -1.030], [1.359, -2.212, 0.752], [3.580, -2.422, 0.099], [5.967, -2.049, 0.381], [7.864, -0.617, 0.468], [7.708, 0.936, -0.363], [7.498, 0.850, 1.382], [5.367, 2.167, 0.089]], "nbo_charge": [-0.64, -0.06, -0.50, 0.33, -0.32, -0.21, -0.23, -0.24, 0.22, -0.51, -0.05, -0.44, -0.07, -0.51, 0.35, -0.30, -0.20, -0.03, -0.62, -0.22, -0.09, 0.01, 0.21, 0.22, 0.21, 0.19, 0.17, 0.22, 0.21, 0.21, 0.22, 0.18, 0.19, 0.22, 0.22, 0.17, 0.18, 0.22, 0.21, 0.21, 0.22, 0.22, 0.22]}

---

Record 5
{"formula": "C18H21F3N5O4", "method": "the ωB97M-V functional and the def2-TZVPD basis", "lumo_ev": -3.2, "homo_lumo_gap_ev": 9.2, "charge": 1, "spin_multiplicity": 1, "elements": ["N", "C", "N", "C", "C", "C", "C", "C", "F", "F", "F", "N", "H", "H", "H", "H", "H", "H", "H", "H", "H", "H", "H", "C", "C", "C", "C", "C", "C", "N", "O", "O", "H", "H", "H", "H", "H", "C", "C", "C", "C", "C", "C", "N", "O", "O", "H", "H", "H", "H", "H"], "coordinates": [[0.840, -1.424, 2.387], [-0.291, -0.925, 1.794], [-0.413, -0.651, 0.506], [-1.253, 0.577, 0.394], [-2.060, 0.543, 1.722], [-3.577, 0.356, 1.573], [-4.201, -0.663, 2.529], [-4.080, -2.112, 2.059], [-3.342, -2.855, 2.916], [-3.475, -2.209, 0.851], [-5.278, -2.703, 1.951], [-1.388, -0.584, 2.441], [1.553, -0.761, 2.653], [1.049, -2.405, 2.460], [0.467, -0.656, 0.005], [-1.847, 0.533, -0.512], [-0.573, 1.426, 0.392], [-1.853, 1.440, 2.305], [-3.805, 0.087, 0.543], [-4.060, 1.316, 1.750], [-5.258, -0.437, 2.648], [-3.742, -0.621, 3.516], [-1.271, -0.535, 3.445], [-0.767, -3.561, -5.045], [-2.018, -3.081, -4.679], [-2.130, -1.891, -3.980], [-0.968, -1.208, -3.665], [0.292, -1.664, -4.015], [0.384, -2.858, -4.713], [-1.075, 0.061, -2.932], [-2.185, 0.443, -2.603], [-0.050, 0.662, -2.660], [-0.688, -4.489, -5.596], [-2.911, -3.632, -4.942], [-3.091, -1.495, -3.687], [1.171, -1.095, -3.752], [1.355, -3.235, -5.001], [4.344, 4.774, 1.174], [5.069, 4.057, 0.232], [5.062, 2.672, 0.252], [4.313, 2.036, 1.227], [3.586, 2.727, 2.181], [3.607, 4.111, 2.148], [4.294, 0.564, 1.242], [4.968, -0.024, 0.429], [3.593, 0.004, 2.075], [4.355, 5.855, 1.151], [5.645, 4.576, -0.522], [5.621, 2.092, -0.467], [3.031, 2.190, 2.936], [3.052, 4.674, 2.886]], "nbo_charge": [-0.91, 0.72, -0.52, -0.24, -0.05, -0.42, -0.50, 0.98, -0.33, -0.34, -0.31, -0.53, 0.45, 0.44, 0.43, 0.26, 0.22, 0.22, 0.24, 0.24, 0.26, 0.23, 0.43, -0.16, -0.20, -0.21, 0.07, -0.21, -0.20, 0.52, -0.39, -0.40, 0.23, 0.23, 0.25, 0.25, 0.23, -0.17, -0.20, -0.20, 0.08, -0.22, -0.21, 0.53, -0.34, -0.45, 0.23, 0.23, 0.26, 0.24, 0.23]}

---

Record 6
{"formula": "C18H21F5N5PtS2", "method": "the ωB97M-V functional and the def2-TZVPD basis", "lumo_ev": -10.7, "homo_lumo_gap_ev": 6.9, "charge": 3, "spin_multiplicity": 1, "elements": ["Pt", "C", "C", "N", "C", "C", "S", "C", "C", "N", "H", "H", "H", "H", "H", "H", "H", "H", "H", "H", "H", "H", "H", "H", "N", "C", "C", "C", "C", "C", "C", "N", "C", "C", "C", "S", "C", "N", "H", "H", "H", "H", "H", "H", "H", "F", "C", "F", "C", "F", "F", "F"], "coordinates": [[-0.012, 0.102, -0.105], [1.614, 0.091, 2.499], [1.451, -1.343, 2.033], [0.208, -1.513, 1.208], [-1.050, -1.747, 2.007], [-1.593, -0.491, 2.659], [-1.572, 0.904, 1.463], [-0.563, 2.192, 2.317], [0.848, 2.339, 1.757], [1.384, 1.019, 1.357], [0.922, 0.339, 3.298], [2.617, 0.234, 2.903], [2.297, -1.623, 1.409], [1.419, -2.028, 2.881], [0.323, -2.362, 0.652], [-1.784, -2.151, 1.317], [-0.850, -2.512, 2.760], [-2.633, -0.643, 2.948], [-1.044, -0.178, 3.543], [-1.118, 3.124, 2.213], [-0.586, 1.925, 3.372], [0.839, 2.972, 0.871], [1.480, 2.823, 2.505], [2.266, 1.141, 0.862], [2.788, 0.726, -3.045], [3.355, -0.508, -2.730], [4.461, -1.164, -3.260], [4.734, -2.412, -2.746], [3.923, -2.992, -1.755], [2.832, -2.333, -1.229], [2.564, -1.053, -1.715], [1.569, -0.114, -1.420], [1.727, 0.906, -2.267], [0.744, 1.969, -2.246], [0.515, 3.049, -3.035], [-0.942, 3.811, -2.576], [-1.185, 2.679, -1.357], [-0.233, 1.769, -1.286], [3.110, 1.353, -3.769], [5.065, -0.726, -4.043], [5.579, -2.969, -3.127], [4.153, -3.991, -1.411], [2.188, -2.835, -0.521], [1.100, 3.421, -3.862], [-2.054, 2.700, -0.716], [-2.227, -1.547, -0.711], [-1.133, -1.129, -1.378], [-0.340, -2.206, -1.561], [-1.633, -0.664, -2.773], [-2.409, 0.415, -2.639], [-0.593, -0.357, -3.555], [-2.324, -1.631, -3.325]], "nbo_charge": [1.16, -0.26, -0.25, -0.56, -0.26, -0.53, 0.48, -0.54, -0.24, -0.63, 0.22, 0.27, 0.24, 0.26, 0.45, 0.26, 0.26, 0.30, 0.25, 0.29, 0.27, 0.23, 0.26, 0.43, -0.48, 0.18, -0.20, -0.15, -0.15, -0.23, 0.06, -0.52, 0.45, 0.03, -0.36, 0.72, -0.14, -0.47, 0.46, 0.26, 0.26, 0.26, 0.21, 0.30, 0.27, -0.32, 0.50, -0.32, 0.91, -0.31, -0.31, -0.25]}